1.
# C40H80BrNO13

A cluster of 11 separate species, C40H80BrNO13 in total (ωB97M-V with the def2-TZVPD basis set, OMol25).

The calculation puts the HOMO-LUMO gap at 7.8 eV. The calculation puts the LUMO energy at -1.0 eV. Its SMILES is CC[C@H](Br)c1cc2c(cc1C[C@@H](O)CN)C(=O)c1ccccc1C2=O.CCO.CCO.CCO.CCO.CCO.CCO.CCO.CCO.CCO.CCO.

Atoms and positions in Å:
C  2.95822  5.57571  -1.68547
C  2.99757  5.00516  -3.18924
C  3.56449  3.48816  -3.26328
Br  3.39592  2.95408  -5.19940
C  2.66791  2.52026  -2.32454
C  1.15262  2.42182  -2.74004
C  0.25506  1.53954  -1.84574
C  0.79652  0.74929  -0.59156
C  2.28968  0.87374  -0.22200
C  3.26019  1.77278  -1.07544
C  4.79821  1.95260  -0.68411
C  5.41754  0.74463  0.17093
O  4.99881  0.87127  1.57264
C  5.15859  -0.72441  -0.44168
N  5.05732  -1.79851  0.61756
C  -0.27644  -0.11478  0.25125
O  -0.03346  -1.27276  0.69038
C  -1.69976  0.62090  0.44899
C  -2.50334  0.61981  1.76787
C  -3.84666  1.42322  1.80338
C  -4.39202  2.21288  0.55766
C  -3.56773  2.20304  -0.78574
C  -2.24201  1.40872  -0.80528
C  -1.32795  1.39557  -2.13741
O  -1.80327  1.26928  -3.29453
H  4.00901  5.97984  -1.45413
H  2.58842  4.80929  -0.91304
H  2.19410  6.44342  -1.65585
H  1.94008  5.10765  -3.61763
H  3.66047  5.69447  -3.84170
H  4.66983  3.44939  -2.98703
H  0.78820  2.99661  -3.66751
H  2.64983  0.29230  0.69601
H  5.48704  2.18459  -1.57118
H  4.84417  2.88818  -0.00116
H  6.56595  0.90083  0.16798
H  5.83058  1.02113  2.08327
H  6.11163  -0.99652  -1.03830
H  4.26039  -0.79896  -1.14150
H  5.87341  -1.75631  1.24838
H  4.24168  -1.60857  1.22002
H  -2.07416  0.03866  2.65779
H  -4.40854  1.43416  2.80921
H  -5.37172  2.80856  0.66065
H  -3.99115  2.81481  -1.64988
C  1.84259  -1.02737  -6.47520
C  2.73239  -1.96946  -5.68971
O  3.67966  -1.22812  -4.93067
H  2.44013  -0.40448  -7.14553
H  1.11173  -1.58294  -7.06782
H  1.30795  -0.35001  -5.80251
H  3.28141  -2.62953  -6.36483
H  2.14127  -2.58830  -5.00684
H  3.18534  -0.65345  -4.33039
C  -0.22148  -1.39848  6.35861
C  -0.54877  -0.03352  5.78793
O  -1.81991  -0.06008  5.14625
H  -0.21444  -2.15348  5.56800
H  0.75467  -1.39238  6.84878
H  -0.97906  -1.70578  7.08604
H  0.19772  0.25940  5.04654
H  -0.56904  0.72534  6.57648
H  -2.47637  -0.31061  5.80980
C  -3.86299  -3.40299  1.83850
C  -4.27063  -3.19113  3.28306
O  -3.23722  -3.63562  4.15463
H  -3.65628  -4.45968  1.64936
H  -4.65026  -3.06994  1.15758
H  -2.94516  -2.85274  1.61067
H  -5.17505  -3.75946  3.51201
H  -4.46791  -2.13271  3.48311
H  -2.44375  -3.12177  3.95154
C  -8.66525  -0.32830  3.84649
C  -7.26610  -0.82536  3.54219
O  -6.30130  0.13497  3.95498
H  -8.85528  0.61942  3.33643
H  -9.41561  -1.05620  3.52932
H  -8.78612  -0.14308  4.91746
H  -7.14324  -0.98802  2.46915
H  -7.06417  -1.76837  4.06015
H  -6.40855  0.26718  4.90630
C  2.47562  3.38273  -9.91282
C  1.19737  2.65984  -9.53690
O  1.41087  1.85105  -8.38636
H  3.27628  2.66730  -10.11429
H  2.32653  4.00396  -10.79939
H  2.81647  4.01917  -9.09054
H  0.87211  2.00910  -10.35142
H  0.39381  3.37180  -9.32198
H  1.68941  2.43445  -7.66803
C  2.80305  -4.46064  4.78732
C  3.59964  -3.21731  5.12776
O  3.14613  -2.66455  6.35792
H  1.73815  -4.22536  4.71000
H  3.13868  -4.89210  3.84119
H  2.90718  -5.21359  5.57396
H  3.47608  -2.45954  4.35090
H  4.66568  -3.44873  5.21831
H  3.26688  -3.33702  7.04179
C  5.35328  0.69456  -12.60450
C  6.15211  1.93622  -12.26082
O  5.69064  2.49421  -11.03648
H  4.29024  0.93415  -12.69091
H  5.69455  0.25896  -13.54676
H  5.44764  -0.05701  -11.81519
H  6.03782  2.69215  -13.04052
H  7.21659  1.70097  -12.16119
H  5.80299  1.82340  -10.34964
C  -0.00564  3.32134  2.48445
C  0.20822  4.52790  1.59230
O  1.42488  4.39302  0.86660
H  0.82640  3.21011  3.18505
H  -0.93489  3.41476  3.05192
H  -0.04741  2.40359  1.89020
H  0.27112  5.43953  2.19045
H  -0.61595  4.63813  0.88009
H  1.35783  3.58759  0.33225
C  2.83589  -8.60028  8.51123
C  3.03185  -7.71888  7.29375
O  4.27405  -7.03008  7.38196
H  2.85710  -8.00161  9.42552
H  1.88253  -9.13155  8.45937
H  3.64337  -9.33400  8.59169
H  2.23607  -6.97378  7.22898
H  3.02388  -8.31310  6.37451
H  4.97362  -7.69483  7.42981
C  -13.49949  0.75999  3.20374
C  -12.59740  -0.17207  3.98803
O  -11.65597  0.57771  4.74667
H  -12.90974  1.38980  2.53269
H  -14.22424  0.19570  2.61192
H  -14.04144  1.43097  3.87671
H  -12.04212  -0.82526  3.31156
H  -13.18090  -0.79780  4.67087
H  -12.15362  1.14645  5.34886



2.
# C27H28BGaNO19S

A structure of composition C27H28BGaNO19S (ωB97M-V with the def2-TZVPD basis set, OMol25).

The calculation puts the HOMO-LUMO gap at 4.5 eV. The energy above the lowest of the compared OMol25 structures with the same formula, charge and spin is 77.2 kcal/mol. The calculation puts the LUMO energy at -0.2 eV. As for the net charge: -1.

Atoms and positions in Å:
C  -2.80272  1.56855  -2.65364
N  -2.61208  0.07965  -2.84050
C  -2.25299  -0.29261  -4.26570
B  -1.65695  -0.52688  -1.82744
O  -2.05930  -1.83015  -1.22647
Ga  0.18813  0.34435  -1.27619
S  1.50205  -1.04640  0.00325
C  2.93521  -1.72051  -1.02582
O  2.10233  -0.28665  1.24632
O  0.60371  -2.19518  0.59610
H  -3.94771  1.71887  -2.35137
H  -2.18018  2.04545  -1.78412
H  -2.58098  2.16619  -3.65850
H  -2.64467  0.48766  -5.05837
H  -1.06929  -0.41945  -4.34126
H  -2.70516  -1.38356  -4.44060
H  -2.88928  -2.19197  -1.65570
H  -0.22788  1.63630  -0.37383
H  0.93499  0.95378  -2.57850
H  3.80893  -0.91982  -0.95113
H  2.65838  -1.80650  -2.16919
H  3.29018  -2.72676  -0.54032
C  2.68915  -2.02856  4.10164
C  2.27586  -1.71291  5.33058
C  3.10939  -2.01217  6.52779
O  2.71156  -1.69313  7.64267
C  4.39594  -2.69456  6.31871
C  4.80746  -3.01323  5.08999
C  3.98654  -2.68913  3.89117
O  4.39982  -2.97814  2.77321
O  6.01423  -3.65705  4.88653
O  1.05642  -1.09428  5.53646
H  2.09442  -1.81484  3.22247
H  4.98363  -2.92217  7.19880
H  6.08577  -3.77595  3.91429
H  0.98771  -0.97001  6.50811
C  9.25191  1.23563  6.56344
C  9.94611  0.18752  6.11594
C  9.26220  -1.04136  5.62628
O  9.92634  -1.98107  5.20334
C  7.79225  -1.07828  5.67611
C  7.09837  -0.03139  6.12688
C  7.78141  1.20742  6.59048
O  7.11587  2.16021  6.98217
O  5.71683  -0.06038  6.17899
O  11.32854  0.20569  6.08997
H  9.73609  2.13597  6.92018
H  7.30855  -1.98420  5.33393
H  5.45101  0.81360  6.53955
H  11.59405  -0.66592  5.72380
C  -5.50795  -3.97812  -5.11758
C  -6.62397  -4.03199  -5.84719
C  -7.89344  -3.42041  -5.36548
O  -8.89802  -3.46935  -6.06651
C  -7.88954  -2.77595  -4.04289
C  -6.77429  -2.72524  -3.31194
C  -5.49861  -3.31249  -3.80582
O  -4.48543  -3.23406  -3.11917
O  -6.76422  -2.12351  -2.06694
O  -6.64109  -4.65824  -7.07993
H  -4.57776  -4.41649  -5.45654
H  -8.82322  -2.35118  -3.69712
H  -5.84252  -2.21499  -1.74046
H  -7.56123  -4.56142  -7.40895
C  -3.80741  7.26908  -3.22121
C  -3.11320  6.22097  -3.66871
C  -3.79711  4.99209  -4.15837
O  -3.13298  4.05238  -4.58131
C  -5.26706  4.95517  -4.10853
C  -5.96095  6.00206  -3.65776
C  -5.27790  7.24087  -3.19416
O  -5.94344  8.19366  -2.80248
O  -7.34248  5.97308  -3.60565
O  -1.73077  6.23914  -3.69468
H  -3.32322  8.16942  -2.86447
H  -5.75077  4.04926  -4.45071
H  -7.60831  6.84705  -3.24510
H  -1.46526  5.36753  -4.06085



no.,HOMO (Ha)
1,-0.324
2,-0.174